Record 1
Entry from OMol25: a structure of composition B2F26P3Sr at a distorted geometry (ωB97M-V/def2-TZVPD).

CARTESIAN COORDINATES (ANGSTROEM)
Sr: 0.00 0.18 -0.32
P: -2.64 -2.23 0.40
F: -2.35 -1.74 1.91
F: -2.72 -3.77 0.86
F: -4.22 -2.00 0.76
F: -2.96 -2.68 -1.12
F: -2.45 -0.73 -0.18
F: -1.01 -2.42 0.20
P: 0.11 1.20 3.06
F: 0.96 1.47 1.73
F: 0.37 2.67 3.64
F: -1.26 1.64 2.26
F: -0.80 0.86 4.36
F: -0.20 -0.32 2.50
F: 1.43 0.66 3.84
P: 3.55 -0.13 -0.53
F: 4.68 -0.66 0.50
F: 3.71 1.37 0.06
F: 4.70 0.13 -1.63
F: 2.30 0.44 -1.41
F: 3.35 -1.60 -1.14
F: 2.40 -0.50 0.60
B: -1.21 2.93 -0.97
F: 0.11 2.62 -0.49
F: -1.90 1.70 -1.02
F: -1.84 3.80 -0.08
F: -1.17 3.46 -2.26
B: -0.16 -1.32 -3.11
F: 0.66 -0.35 -3.73
F: -1.25 -0.54 -2.58
F: -0.65 -2.20 -4.09
F: 0.46 -1.93 -2.04

Values from the calculation:
molar mass = 696.11 u
total charge = -3
gap between HOMO and LUMO = 11.44 eV
largest force on an atom = 2.06 eV/A
E = -3702.430482 Eh


Record 2
Entry from OMol25: a structure of composition B2FH8Rb at a distorted geometry (ωB97M-V/def2-TZVPD).

CARTESIAN COORDINATES (ANGSTROEM)
Rb: 26.33 -3.69 12.25
F: 24.85 -3.97 14.73
B: 28.77 -5.21 13.32
H: 29.62 -6.01 13.42
H: 28.78 -4.47 14.23
H: 28.89 -4.57 12.37
H: 27.82 -5.86 13.31
B: 23.96 -1.65 11.20
H: 22.98 -1.01 11.16
H: 23.90 -2.60 10.52
H: 24.87 -0.98 10.90
H: 24.05 -2.07 12.28

Values from the calculation:
molar mass = 134.15 u
total charge = -2
gap between HOMO and LUMO = 5.76 eV
largest force on an atom = 2.05 eV/A
E = -178.352484 Eh


Record 3
Entry from OMol25: an isolated molecule of B3H3O3 at a distorted geometry (ωB97M-V/def2-TZVPD).

CARTESIAN COORDINATES (ANGSTROEM)
B: 0.54 -1.26 -0.09
O: -0.84 -1.04 -0.01
B: -1.36 0.17 0.30
O: -0.53 1.32 0.30
B: 0.81 1.05 -0.12
O: 1.35 -0.17 -0.29
H: 1.05 -2.20 0.25
H: -2.51 0.23 0.20
H: 1.50 1.88 -0.54

Values from the calculation:
molar mass = 83.46 u
SMILES = B1OBOBO1
gap between HOMO and LUMO = 12.41 eV
largest force on an atom = 2.50 eV/A
E = -302.317304 Eh


Record 4
Entry from OMol25: a structure of composition B5F20Zn at a distorted geometry (ωB97M-V/def2-TZVPD).

CARTESIAN COORDINATES (ANGSTROEM)
Zn: -1.45 0.45 -23.43
B: -0.81 2.54 -25.89
F: -0.87 1.71 -24.82
F: -0.84 1.75 -27.06
F: -1.97 3.23 -25.81
F: 0.25 3.46 -25.92
B: -2.25 -1.64 -25.08
F: -1.93 -1.87 -26.42
F: -1.09 -1.46 -24.42
F: -2.85 -0.39 -24.92
F: -2.87 -2.69 -24.47
B: -2.21 -1.23 -20.82
F: -1.89 -2.57 -20.71
F: -2.21 -0.82 -22.10
F: -3.42 -0.92 -20.32
F: -1.36 -0.49 -20.05
B: -2.55 2.41 -22.37
F: -1.32 1.95 -22.18
F: -2.53 3.63 -22.92
F: -3.05 1.53 -23.33
F: -3.25 2.41 -21.20
B: 1.60 0.10 -22.15
F: 1.85 1.41 -21.75
F: 0.27 0.09 -22.59
F: 2.35 -0.24 -23.24
F: 1.90 -0.80 -21.17

Values from the calculation:
molar mass = 499.41 u
total charge = -3
gap between HOMO and LUMO = 10.70 eV
largest force on an atom = 4.30 eV/A
E = -3902.137860 Eh